i:
Molecular formula: C3H4OS2
Method: DFT, ωB97M-V with the def2-TZVPD basis set

- structure (SMILES) = O=CS/C=C/S
- E_LUMO (eV) = 0.1
- HOMO energy (eV) = -8.20
- orbital gap (eV) = 8.28

The geometry in ORCA input format:
```
! RIJCOSX wB97M-V def2-TZVPD def2/J DEFGRID3
* xyz 0 1
O 1.5115 -1.0916 0.5339
C 1.5922 0.0530 0.1223
S 1.1787 0.3541 -1.6173
C -0.4497 0.0351 -1.0036
C -0.6344 0.4034 0.3195
S -1.8333 -0.1848 1.3934
H 2.3490 0.7390 0.7189
H -1.1669 -0.6931 -1.4768
H 0.0213 1.1462 0.7031
H -2.5685 -0.7613 0.3067
*
```

And the Löwdin charges, in e, turn out to be: number 1, O, carries -0.063; number 2, C, carries -0.625; number 3, S, carries 0.903; number 4, C, carries -0.503; number 5, C, carries -0.705; number 6, S, carries 0.776; number 7, H, carries 0.143; number 8, H, carries 0.085; number 9, H, carries 0.042; number 10, H, carries -0.053

ii:
Molecular formula: C3H4OS2
Method: DFT, ωB97M-V with the def2-TZVPD basis set

- structure (SMILES) = C#CC(=S)S.O
- E_LUMO (eV) = -1.0
- HOMO energy (eV) = -8.76
- orbital gap (eV) = 7.79

The geometry in ORCA input format:
```
! RIJCOSX wB97M-V def2-TZVPD def2/J DEFGRID3
* xyz 0 1
C -0.6565 0.3575 2.0379
C -0.5032 -0.0567 0.9096
C -0.2197 -0.6510 -0.2753
S 0.5590 -2.0882 -0.3163
S -1.5631 -0.1696 -1.4565
H -0.8308 0.5941 2.9981
H -0.7336 -0.5526 -2.4970
O 0.9571 1.2175 -0.8119
H 1.3597 1.9803 -0.4528
H 0.2074 1.4746 -0.9014
*
```

And the Löwdin charges, in e, turn out to be: number 1, C, carries 0.193; number 2, C, carries -0.341; number 3, C, carries -1.185; number 4, S, carries 0.711; number 5, S, carries 0.745; number 6, H, carries 0.007; number 7, H, carries -0.082; number 8, O, carries 0.040; number 9, H, carries 0.076; number 10, H, carries -0.165

iii:
Molecular formula: C3H4OS2
Method: DFT, ωB97M-V with the def2-TZVPD basis set

- E_LUMO (spin up / spin down) (eV) = -1.3 / -0.6
- HOMO energy (spin up / spin down) (eV) = -7.03 / -7.75
- orbital gap (spin up / spin down) (eV) = 5.72 / 7.13

The geometry in ORCA input format:
```
! RIJCOSX wB97M-V def2-TZVPD def2/J DEFGRID3
* xyz 0 1
C 0.5102 0.8146 0.4452
C -0.6827 0.4215 0.7028
C -1.6465 -0.0411 -0.3900
O 4.1187 -1.1099 -0.2630
S 1.8791 1.0068 -0.3182
S 2.6995 -1.0013 0.1154
H -1.1828 0.4485 1.6879
H -2.4207 0.6324 -0.4133
H -2.0474 -0.9963 -0.1592
H -1.2272 -0.1752 -1.4076
*
```

And the Löwdin charges, in e, turn out to be: number 1, C, carries -0.609; number 2, C, carries -0.196; number 3, C, carries -0.073; number 4, O, carries -0.718; number 5, S, carries 0.730; number 6, S, carries 0.542; number 7, H, carries 0.120; number 8, H, carries 0.044; number 9, H, carries 0.063; number 10, H, carries 0.097

iv:
Molecular formula: C3H4OS2
Method: DFT, ωB97M-V with the def2-TZVPD basis set

- E_LUMO (eV) = 0.0
- HOMO energy (eV) = -8.29
- orbital gap (eV) = 8.27

The geometry in ORCA input format:
```
! RIJCOSX wB97M-V def2-TZVPD def2/J DEFGRID3
* xyz 0 1
C -1.3744 -0.3637 0.0214
C -1.0793 1.0542 -0.2192
C 1.3940 0.1191 -0.1011
O -0.3253 1.7048 0.4062
S 0.3819 -1.1562 0.1769
S 3.0727 -0.1236 -0.0562
H -2.0734 -0.8826 -0.5548
H -1.5801 -0.3845 1.0314
H -1.3226 1.3692 -1.2639
H 2.9063 -1.3367 0.5594
*
```

And the Löwdin charges, in e, turn out to be: number 1, C, carries -0.309; number 2, C, carries -0.435; number 3, C, carries -0.942; number 4, O, carries 0.016; number 5, S, carries 0.857; number 6, S, carries 0.718; number 7, H, carries 0.064; number 8, H, carries 0.040; number 9, H, carries 0.129; number 10, H, carries -0.138

Which is less stable than every other structure shown? ii is.